Density functional theory data (wB97M-V/def2-TZVPD) for C20H27N3O3S2 in the gas phase.

Last column: natural (NBO) charge in e.
Positions of all 55 atoms, in Å:
C  -8.26  -2.62  -1.69  -0.599
C  -7.31  -2.08  -0.63  -0.396
C  -5.85  -2.31  -1.01  -0.393
C  -4.86  -1.93  0.09  -0.382
H  -3.85  -2.19  -0.25  0.196
C  -4.88  -0.46  0.52  -0.225
C  -4.54  0.47  -0.65  -0.401
C  -4.44  1.94  -0.21  -0.407
H  -5.45  2.29  -0.03  0.216
H  -4.03  2.54  -1.03  0.218
C  -3.63  2.23  1.07  -0.305
C  -2.12  2.37  0.91  0.696
O  -1.51  3.23  1.50  -0.598
N  -1.54  1.44  0.10  -0.622
C  -0.19  1.28  -0.22  0.180
C  0.81  2.13  0.24  -0.197
C  2.12  1.91  -0.12  -0.165
C  2.44  0.84  -0.93  -0.378
C  1.46  -0.01  -1.41  -0.164
C  0.15  0.20  -1.05  -0.246
H  -0.62  -0.46  -1.42  0.212
H  1.75  -0.84  -2.04  0.250
S  4.14  0.57  -1.37  2.316
O  4.75  1.78  -1.83  -0.922
O  4.26  -0.62  -2.16  -0.916
N  4.84  0.30  0.16  -0.866
C  4.73  -0.89  0.79  0.238
N  5.53  -1.32  1.71  -0.481
C  5.14  -2.53  2.19  -0.040
C  4.01  -3.04  1.63  -0.456
S  3.39  -1.96  0.43  0.361
H  3.52  -3.96  1.84  0.239
H  5.73  -2.99  2.96  0.213
H  5.67  0.83  0.36  0.440
H  2.91  2.57  0.22  0.237
H  0.54  2.96  0.88  0.258
H  -2.16  0.76  -0.33  0.406
C  -3.95  1.20  2.17  -0.392
C  -3.89  -0.24  1.67  -0.392
H  -2.88  -0.49  1.35  0.191
H  -4.15  -0.91  2.49  0.216
H  -3.26  1.34  3.00  0.222
H  -4.96  1.40  2.53  0.207
H  -3.94  3.21  1.44  0.241
H  -5.32  0.41  -1.40  0.222
H  -3.62  0.13  -1.13  0.173
H  -5.88  -0.21  0.88  0.200
H  -5.08  -2.54  0.97  0.202
H  -5.72  -3.37  -1.23  0.204
H  -5.63  -1.76  -1.93  0.193
H  -7.52  -2.57  0.33  0.195
H  -7.50  -1.01  -0.50  0.191
H  -9.30  -2.44  -1.41  0.209
H  -8.08  -2.13  -2.65  0.201
H  -8.12  -3.69  -1.82  0.202

For the LUMO energy, the calculation gives 0.2 eV. The calculation puts the highest occupied orbital energy at -8.6 eV. The value obtained for the energy above the lowest of the compared OMol25 structures with the same formula, charge and spin is 8.8 kJ/mol. The SMILES is CCCC[C@H]1CC[C@@H](C(=O)Nc2ccc(S(=O)(=O)Nc3nccs3)cc2)CC1. For the total energy, the calculation gives -1964.70111 a.u.